Run one
Molecular formula: C4H10O
Method: DFT, ωB97M-V/def2-TZVPD

Atoms and positions in Å:
C 0.68 -0.43 -1.49
C -0.54 -0.58 -0.68
C -0.45 -0.64 0.99
C 0.53 0.58 1.37
O -1.31 2.22 -0.32
H 0.49 -0.48 -2.53
H 1.08 0.59 -1.27
H 1.45 -1.16 -1.21
H -1.16 -1.39 -1.11
H -1.02 0.43 -0.79
H -0.22 -1.61 1.41
H 1.63 0.55 1.22
H 0.31 0.85 2.40
H -0.02 1.37 0.76
H -1.47 -0.30 1.25

Values from the calculation:
M ... 74.1 g mol⁻¹
Multiplicity ... 2
LUMO (spin up / spin down) ... 4.380 / 4.387 eV
Orbital gap (spin up / spin down) ... 0.2764 / 0.2458 hartree
Total charge ... -1

Run two
Molecular formula: C4H10O
Method: DFT, ωB97M-V/def2-TZVPD

Atoms and positions in Å:
C 0.53 -0.66 -1.85
C -0.39 -0.52 -0.70
C 0.02 -0.84 0.71
C -0.77 -0.11 1.75
H 0.04 -0.92 -2.76
H 0.96 0.35 -2.03
H 1.38 -1.32 -1.62
H -1.19 0.18 -0.83
H 0.75 -1.60 0.89
H -1.80 -0.47 1.82
H -0.33 -0.16 2.75
H -0.74 0.93 1.43
H 0.58 0.07 0.18
H 0.76 2.92 0.05
O 0.19 2.15 0.20

Values from the calculation:
M ... 74.1 g mol⁻¹
Multiplicity ... 2
LUMO (spin up / spin down) ... 4.489 / 4.415 eV
Orbital gap (spin up / spin down) ... 0.2102 / 0.2659 hartree
Total charge ... -1

Taking the most stable structure as the zero point, the relative energies in kJ/mol are run one 0.0; run two 36.1.

Run one
Molecular formula: C3H8ClN2
Method: DFT, ωB97M-V/def2-TZVPD

Atoms and positions in Å:
C -0.62 1.52 -1.30
C 0.38 -2.10 0.98
C 0.29 -0.59 0.66
N -0.49 -0.53 -0.50
N -0.16 2.53 -0.62
Cl -1.44 1.67 -2.69
H 0.57 -2.93 0.20
H 1.02 -2.24 1.93
H -0.62 -2.46 1.41
H -0.09 -0.05 1.48
H 1.40 -0.41 0.50
H 0.00 -0.57 -1.41
H 0.41 2.70 0.24
H -0.64 3.44 -0.87

Values from the calculation:
M ... 107.6 g mol⁻¹
Multiplicity ... 1
LUMO (spin up / spin down) ... -5.638 / -5.640 eV
Orbital gap (spin up / spin down) ... 0.3273 / 0.3272 hartree
Total charge ... +1

Run two
Molecular formula: C3H8ClN2
Method: DFT, ωB97M-V/def2-TZVPD

Atoms and positions in Å:
C 0.84 -1.70 1.22
C -1.26 1.13 0.28
C 0.90 0.30 -0.35
N -0.87 0.39 -1.83
N -0.39 0.57 -0.68
Cl 1.93 -0.08 -1.64
H 0.96 -0.88 1.87
H 1.61 -2.36 0.87
H -0.10 -1.82 0.80
H -2.00 1.79 -0.18
H -0.76 1.61 1.13
H -1.85 0.34 0.65
H 1.46 0.97 0.32
H -0.46 -0.27 -2.46

Values from the calculation:
M ... 107.6 g mol⁻¹
Multiplicity ... 1
LUMO (spin up / spin down) ... -6.735 / -5.970 eV
Orbital gap (spin up / spin down) ... 0.2619 / 0.3080 hartree
Total charge ... +1

Taking the most stable structure as the zero point, the relative energies in kJ/mol are run one 0.0; run two 84.6.